[1]
Entry from OMol25: an isolated molecule of C3H7NO3 at a distorted geometry (ωB97M-V/def2-TZVPD).

The energy relative to the best compared isomer or geometry (same formula, charge and spin) is 2.267 eV. For the HOMO energy, the calculation gives -9.59 eV. Its orbital gap is 10.246 eV.

Each line ends with the natural charge from an NBO analysis.
Positions of all 14 atoms, in Å:
O (1.28350, -0.00896, -2.13542)  -0.686
O (-2.31817, -0.99536, 0.70122)  -0.554
O (-0.24355, -1.80499, 1.33092)  -0.686
N (-0.69345, 0.52757, 1.11510)  -0.737
C (0.97173, -0.07472, -0.75525)  -0.090
C (-1.21049, -0.85502, 1.08357)  0.901
C (-0.13566, 0.93597, -0.23652)  -0.238
H (-1.41205, 1.13392, 1.55815)  0.398
H (1.82503, -0.08116, -0.18135)  0.155
H (0.62343, -1.38294, 1.54346)  0.505
H (0.60921, -1.13079, -0.66796)  0.189
H (-0.95612, 0.88377, -0.96186)  0.190
H (0.18634, 1.91518, -0.15470)  0.196
H (1.47026, 0.93754, -2.23937)  0.456

Cartesian forces (eV/Å) of the 6 atoms listed first:
-0.1 1.7 0.5
-1.0 -2.0 0.4
-0.9 0.6 0.1
1.1 -0.9 0.6
-3.1 -1.8 -0.5
2.4 2.7 -0.8

***

[2]
Entry from OMol25: a cluster of 2 separate species, C4H13NO in total at a distorted geometry (ωB97M-V/def2-TZVPD).

The energy relative to the best compared isomer or geometry (same formula, charge and spin) is 0.500 eV. For the HOMO energy, the calculation gives -9.52 eV. Its orbital gap is 10.442 eV.

Each line ends with the natural charge from an NBO analysis.
Positions of all 19 atoms, in Å:
O (-2.11685, -1.95100, 0.56106)  -0.963
N (0.45639, -0.90505, -0.74239)  -0.884
C (-0.65361, 1.13649, -1.59622)  -0.612
C (0.35131, 0.91530, 0.74400)  -0.403
C (1.64787, 0.65433, 1.60042)  -0.604
C (0.50209, 0.56749, -0.76826)  -0.049
H (1.63223, 1.09062, 2.59438)  0.217
H (0.99993, -1.41402, -1.41940)  0.377
H (-0.62377, 0.75106, -2.64175)  0.214
H (1.44301, 1.06667, -1.06350)  0.176
H (1.74645, -0.49022, 1.71612)  0.187
H (-1.40147, -1.56764, 0.03150)  0.486
H (0.49337, -1.34659, 0.16041)  0.365
H (-1.58802, 0.76500, -1.12887)  0.217
H (-1.74065, -2.39986, 1.32114)  0.463
H (0.13268, 1.98013, 0.78175)  0.202
H (-0.55471, 2.25853, -1.57437)  0.206
H (2.50985, 0.96740, 1.03600)  0.203
H (-0.48772, 0.36065, 1.24260)  0.205

Cartesian forces (eV/Å) of the 6 atoms listed first:
-0.4 0.1 -0.1
-0.1 0.0 -1.1
0.3 0.1 0.1
0.4 0.5 0.7
-1.1 -2.3 -1.0
-0.4 -0.6 2.0

***

| no. | calculated total energy (a.u.) |
| --- | --- |
| 1 | -398.95436 |
| 2 | -290.17855 |